Entry 1:
{"formula": "C35H56N8O6PS2TeV", "method": "ωB97M-V with the def2-TZVPD basis set", "elements": ["V", "O", "S", "O", "O", "O", "O", "N", "C", "C", "C", "N", "H", "H", "H", "H", "C", "N", "C", "C", "C", "C", "C", "C", "C", "C", "H", "H", "H", "H", "H", "H", "H", "H", "H", "H", "H", "H", "O", "P", "N", "C", "C", "C", "C", "N", "C", "C", "C", "C", "N", "C", "C", "C", "C", "H", "H", "H", "H", "H", "H", "H", "H", "H", "H", "H", "H", "H", "H", "H", "H", "H", "H", "H", "H", "H", "H", "H", "H", "C", "Te", "C", "C", "C", "C", "C", "C", "C", "H", "H", "H", "H", "H", "H", "H", "H", "C", "N", "C", "S", "N", "C", "H", "H", "H", "H", "H", "H", "H", "H"], "positions_angstrom": [[1.976, -3.513, 3.204], [-0.251, -0.837, 2.477], [-1.780, 0.291, 2.606], [-2.248, 0.426, 1.237], [-1.068, 1.599, 2.663], [-2.956, 0.125, 3.601], [2.586, -4.921, 2.854], [-4.112, 5.729, -1.180], [-3.338, 5.578, -0.092], [-3.086, 4.247, 0.082], [-3.750, 3.685, -1.036], [-4.413, 4.576, -1.732], [-4.431, 6.614, -1.583], [-3.231, 6.225, 0.710], [-2.553, 3.840, 0.991], [-3.827, 2.686, -1.280], [2.219, -2.852, -1.968], [2.732, -1.796, -1.127], [4.157, -1.712, -1.254], [2.375, -1.882, 0.329], [0.936, -2.366, 0.545], [-0.168, -2.107, -0.154], [-1.342, -2.816, 0.194], [-1.589, -3.462, 1.430], [-0.498, -3.705, 2.225], [0.724, -3.135, 1.740], [1.462, -2.420, -2.491], [1.808, -3.890, -1.628], [3.022, -2.927, -2.719], [4.478, -0.901, -0.519], [4.311, -1.417, -2.359], [4.764, -2.632, -1.142], [2.433, -0.885, 0.748], [3.044, -2.539, 0.969], [0.014, -1.663, -1.237], [-2.326, -2.677, -0.291], [-2.601, -3.600, 1.713], [-0.473, -4.276, 3.234], [2.489, -2.084, 4.169], [3.440, -1.035, 4.428], [3.328, -0.773, 5.999], [3.237, 0.585, 6.636], [1.758, 0.711, 6.479], [1.324, -0.717, 7.064], [2.526, -1.668, 6.859], [4.875, -1.556, 3.844], [5.794, -0.806, 2.987], [6.747, -0.257, 4.085], [6.528, -1.197, 5.489], [5.739, -2.436, 4.861], [3.172, 0.448, 3.717], [2.080, 0.860, 2.688], [2.006, 2.450, 2.872], [3.359, 2.879, 3.431], [4.183, 1.615, 3.470], [4.034, 1.364, 6.302], [3.252, 0.487, 7.721], [1.509, 0.651, 5.406], [1.302, 1.580, 6.820], [0.410, -1.102, 6.645], [1.249, -0.682, 8.146], [2.222, -2.557, 6.356], [3.049, -2.118, 7.759], [-0.780, -5.699, -7.402], [6.374, -1.827, 2.631], [6.418, 0.791, 4.107], [7.817, -0.328, 3.868], [5.641, -0.660, 5.704], [7.235, -1.477, 6.274], [5.076, -2.925, 5.660], [6.250, -3.198, 4.241], [1.163, 0.339, 2.880], [2.389, 0.476, 1.755], [1.073, 2.540, 3.452], [1.882, 2.931, 1.931], [3.389, 3.438, 4.327], [3.821, 3.521, 2.632], [4.908, 1.834, 4.340], [4.698, 1.274, 2.524], [-5.302, 3.552, -10.157], [-4.601, 5.168, -8.956], [-4.105, 3.646, -7.497], [-3.903, 2.437, -8.363], [-3.189, 1.289, -7.896], [-2.940, 0.228, -8.782], [-3.325, 0.241, -10.102], [-4.051, 1.335, -10.534], [-4.359, 2.440, -9.668], [-4.937, 3.824, -11.161], [-6.288, 3.179, -10.034], [-5.033, 3.525, -6.968], [-3.296, 3.783, -6.782], [-2.764, 1.465, -6.936], [-2.317, -0.588, -8.402], [-3.027, -0.536, -10.763], [-4.503, 1.314, -11.529], [-6.774, -1.803, -2.631], [-5.409, -2.013, -3.249], [-4.683, -0.938, -3.857], [-4.303, -0.930, -5.472], [-4.115, -0.012, -3.076], [-4.103, 0.107, -1.586], [-7.492, -1.604, -3.397], [-6.702, -0.944, -1.928], [-7.111, -2.694, -2.107], [-5.385, -2.743, -3.908], [-3.541, 0.630, -3.544], [-3.123, -0.142, -1.111], [-4.807, -0.625, -1.200], [-4.477, 1.054, -1.328]], "total_charge": -1, "e_lumo_ev": [-1.227, -1.198], "homo_energy_ev": [-4.0269, -4.0317], "multiplicity": 2, "orbital_gap_ev": [2.80, 2.83]}


Entry 2:
{"formula": "C35H37N3O7", "method": "ωB97M-V with the def2-TZVPD basis set", "elements": ["C", "C", "C", "O", "C", "O", "C", "C", "C", "C", "C", "C", "C", "C", "C", "O", "O", "H", "H", "H", "H", "H", "H", "H", "H", "H", "H", "H", "H", "H", "C", "N", "C", "O", "C", "C", "C", "C", "C", "C", "C", "C", "N", "C", "C", "C", "C", "C", "C", "C", "N", "O", "O", "C", "C", "C", "C", "C", "H", "H", "H", "H", "H", "H", "H", "H", "H", "H", "H", "H", "H", "H", "H", "H", "H", "H", "H", "H", "H", "H", "H", "H"], "positions_angstrom": [[0.208, 3.584, 1.798], [0.144, 2.795, 0.503], [-0.550, 3.465, -0.665], [1.474, 2.476, 0.037], [2.233, 1.682, 0.848], [3.438, 1.844, 0.903], [1.503, 0.497, 1.476], [2.078, 0.297, 2.893], [2.090, 1.495, 3.830], [1.166, 1.602, 4.880], [1.245, 2.657, 5.793], [2.259, 3.617, 5.671], [3.212, 3.492, 4.657], [3.160, 2.406, 3.782], [0.009, 0.721, 1.660], [-0.659, 0.120, 2.481], [-0.585, 1.555, 0.746], [0.764, 3.016, 2.559], [0.720, 4.535, 1.625], [-0.809, 3.769, 2.157], [-0.432, 2.826, -1.543], [-1.610, 3.602, -0.450], [-0.075, 4.424, -0.873], [1.494, -0.505, 3.361], [3.123, -0.009, 2.775], [0.414, 0.816, 4.994], [0.515, 2.721, 6.606], [2.342, 4.428, 6.398], [4.018, 4.225, 4.543], [3.975, 2.224, 3.081], [-3.621, -3.886, -2.702], [-2.794, -2.707, -2.563], [-2.880, -1.678, -3.455], [-3.632, -1.641, -4.425], [-1.862, -0.617, -3.031], [-2.490, 0.739, -2.711], [-3.343, 1.314, -3.816], [-4.648, 1.725, -3.539], [-5.463, 2.229, -4.554], [-4.948, 2.375, -5.855], [-3.633, 1.972, -6.129], [-2.827, 1.460, -5.107], [-1.231, -1.231, -1.867], [-0.187, -0.636, -1.208], [0.533, -1.210, -0.207], [1.756, -0.595, 0.418], [2.767, -1.589, 0.996], [4.114, -1.170, 1.125], [4.998, -1.894, 1.912], [4.570, -3.127, 2.444], [5.466, -3.876, 3.264], [5.113, -5.018, 3.635], [6.554, -3.359, 3.605], [3.266, -3.594, 2.253], [2.348, -2.792, 1.582], [-1.694, -2.605, -1.613], [-2.230, -2.782, -0.190], [-0.608, -3.652, -1.940], [-4.412, -3.679, -3.428], [-3.044, -4.752, -3.050], [-4.080, -4.145, -1.743], [-1.118, -0.504, -3.846], [-3.092, 0.635, -1.795], [-1.662, 1.422, -2.483], [-5.029, 1.611, -2.520], [-6.493, 2.521, -4.335], [-5.573, 2.788, -6.650], [-3.227, 2.065, -7.139], [-1.802, 1.145, -5.306], [0.101, 0.333, -1.642], [0.334, -2.241, 0.090], [2.324, -0.165, -0.435], [4.450, -0.232, 0.665], [5.992, -1.525, 2.150], [2.969, -4.538, 2.703], [1.299, -3.076, 1.557], [-3.152, -2.193, -0.089], [-2.466, -3.843, -0.024], [-1.508, -2.445, 0.555], [-0.522, -3.732, -3.034], [0.360, -3.356, -1.527], [-0.908, -4.624, -1.521]], "total_charge": 0, "e_above_lowest_kj_mol": 0.0, "e_lumo_ev": -0.876, "homo_energy_ev": -8.2568, "orbital_gap_ev": 7.38, "smiles": "CN1C(=O)[C@@H](Cc2ccccc2)N(/C=C/[C@H](c2ccc([N+](=O)[O-])cc2)C2(Cc3ccccc3)C(=O)OC(C)(C)OC2=O)C1(C)C"}


Entry 3:
{"formula": "C2H3NS2", "method": "ωB97M-V with the def2-TZVPD basis set", "elements": ["C", "C", "N", "S", "S", "H", "H", "H"], "positions_angstrom": [[0.310, 0.561, -0.846], [-0.058, -0.435, 0.440], [0.826, 1.654, -0.804], [0.926, -0.075, 1.644], [-1.213, -1.512, -0.102], [0.207, 0.115, -1.804], [0.241, 1.960, 0.524], [-1.239, -2.268, 0.948]], "total_charge": 0, "e_above_lowest_kj_mol": 328.1, "e_lumo_ev": -0.748, "homo_energy_ev": -9.1442, "orbital_gap_ev": 8.40}


Entry 4:
{"formula": "C18H30CeNO5P2", "method": "ωB97M-V with the def2-TZVPD basis set", "elements": ["C", "C", "N", "C", "C", "C", "C", "P", "Ce", "P", "C", "O", "O", "H", "H", "H", "C", "C", "H", "H", "H", "H", "C", "C", "H", "H", "H", "H", "H", "H", "H", "H", "H", "H", "H", "H", "H", "H", "H", "H", "H", "H", "O", "C", "C", "C", "C", "C", "C", "C", "O", "O", "H", "H", "H", "H", "H"], "positions_angstrom": [[1.137, -1.439, -4.318], [1.164, -1.146, -2.951], [0.018, -1.129, -2.215], [-1.168, -1.330, -2.846], [-1.242, -1.644, -4.200], [-0.072, -1.694, -4.960], [2.467, -0.622, -2.380], [2.743, -0.507, -0.518], [0.092, -1.254, 0.348], [-2.413, -0.168, -0.556], [-2.454, -1.272, -2.046], [2.321, 2.568, -3.375], [-0.715, 2.626, -2.402], [2.086, -1.425, -4.858], [-2.224, -1.813, -4.633], [-0.104, -1.977, -6.008], [3.865, -1.933, -0.381], [3.908, 0.891, -0.491], [-3.241, -0.852, -2.689], [-2.760, -2.284, -1.714], [2.568, 0.414, -2.681], [3.303, -1.157, -2.872], [-3.793, -0.886, 0.399], [-3.160, 1.328, -1.220], [-0.326, 3.282, -1.801], [-0.972, 3.273, -3.077], [1.453, 2.428, -3.026], [2.239, 2.260, -4.297], [-1.154, -2.513, 0.454], [0.247, 4.512, -0.410], [4.821, -1.654, -0.839], [3.977, -2.171, 0.684], [3.438, -2.788, -0.918], [4.921, 0.540, -0.713], [3.630, 1.662, -1.219], [3.893, 1.338, 0.509], [-4.122, 1.082, -1.688], [-3.314, 2.039, -0.398], [-2.475, 1.804, -1.934], [-4.748, -0.573, -0.044], [-3.721, -1.981, 0.412], [-3.721, -0.516, 1.431], [-0.402, 2.331, 3.896], [-0.442, 1.334, 4.797], [-0.610, 1.663, 6.153], [-0.689, 0.656, 7.112], [-0.571, -0.693, 6.740], [-0.399, -1.030, 5.392], [-0.317, -0.034, 4.421], [-0.123, -0.396, 3.019], [0.061, -1.627, 2.668], [-0.138, 0.515, 2.095], [-0.293, 1.885, 3.007], [-0.705, 2.712, 6.424], [-0.820, 0.919, 8.165], [-0.635, -1.489, 7.491], [-0.310, -2.066, 5.062]], "total_charge": 0, "e_lumo_ev": [-0.638, -0.627], "homo_energy_ev": [-4.5538, -4.5568], "multiplicity": 2, "orbital_gap_ev": [3.92, 3.93]}


Entry 5:
{"formula": "CH5O3Si", "method": "ωB97M-V with the def2-TZVPD basis set", "elements": ["C", "O", "O", "O", "Si", "H", "H", "H", "H", "H"], "positions_angstrom": [[-1.228, 0.571, 0.383], [1.314, -0.728, -1.062], [2.218, -0.480, -0.015], [1.379, -0.442, 1.124], [-0.298, -0.596, -0.948], [-1.984, 1.231, -0.119], [-1.853, -0.181, 0.851], [-0.491, 1.035, 1.007], [1.209, 0.435, 1.117], [-0.266, -0.845, -2.339]], "total_charge": 1, "e_above_lowest_kj_mol": 402.7, "e_lumo_ev": [-5.598, -10.468], "homo_energy_ev": [-12.3643, -16.9319], "multiplicity": 3, "orbital_gap_ev": [6.77, 6.46]}


Entry 6:
{"formula": "C4H6S2", "method": "ωB97M-V with the def2-TZVPD basis set", "elements": ["C", "C", "C", "C", "S", "S", "H", "H", "H", "H", "H", "H"], "positions_angstrom": [[0.288, 1.450, 0.029], [-0.592, 0.430, 0.524], [1.525, 1.111, -0.304], [-0.469, -0.822, 0.077], [0.602, -1.411, -1.195], [-1.539, -2.118, 0.664], [-0.100, 2.448, -0.104], [-1.357, 0.674, 1.246], [2.203, 1.824, -0.748], [1.958, 0.162, -0.051], [-0.219, -2.400, -1.578], [-2.300, -1.348, 1.438]], "total_charge": 0, "e_above_lowest_kj_mol": 106.5, "e_lumo_ev": 0.709, "homo_energy_ev": -8.2857, "orbital_gap_ev": 9.00, "smiles": "C=CC=C(S)S"}


no.,E_tot (eV)
1,-125330.9244
2,-55696.0914
3,-25279.1695
4,-62383.7274
5,-15120.1877
6,-25914.1876